C27H17F6FeN6O8S2 | wB97M-V/def2-TZVPD

Atoms and positions in Å:
Fe  0.05205  0.07640  0.14143
F  4.63233  1.58503  3.00119
C  3.97368  1.05482  2.00463
F  4.01167  1.84873  0.93689
F  4.46962  -0.13327  1.68136
S  2.20091  0.80572  2.47302
O  1.68029  0.13533  1.23461
O  2.11691  0.03990  3.65798
N  1.69570  2.27620  2.52074
S  0.29428  2.76184  2.06163
O  -0.28677  1.84101  1.02934
O  -0.61100  3.15797  3.07377
C  0.74634  4.20552  1.00213
F  1.43717  5.08181  1.68344
F  1.47669  3.73182  -0.01660
F  -0.36594  4.73721  0.52193
O  -0.50219  4.18229  -5.74804
N  0.57148  3.62719  -5.65295
O  1.48240  3.71940  -6.43635
C  0.78572  2.72904  -4.47979
C  1.95992  2.06967  -4.46362
C  2.27694  1.15098  -3.41090
C  3.50106  0.46320  -3.31628
C  3.70798  -0.39831  -2.26705
C  2.69186  -0.57995  -1.32566
N  1.52975  0.05618  -1.40560
C  1.32869  0.92392  -2.42266
C  0.08424  1.63017  -2.44008
N  -0.75568  1.33994  -1.42327
C  -1.89480  2.00379  -1.30959
C  -2.25577  2.99017  -2.22501
C  -1.42851  3.27349  -3.28457
C  -0.20953  2.57074  -3.43420
H  2.66736  2.23976  -5.26431
H  4.26573  0.62489  -4.06600
H  4.64073  -0.93163  -2.15295
H  2.82711  -1.25220  -0.48835
H  -2.53269  1.75346  -0.47127
H  -3.18475  3.52602  -2.09212
H  -1.70218  4.03035  -3.99830
O  -1.12963  -1.81562  8.00109
C  -0.71836  -0.82280  7.19740
O  -0.28160  0.19630  7.63871
C  -0.82800  -1.03797  5.70879
C  -1.04284  0.08713  4.92414
C  -1.08347  -0.02879  3.54939
C  -0.90585  -1.26276  2.94666
C  -0.69394  -2.39573  3.72310
C  -0.65295  -2.27759  5.10378
N  -0.93735  -1.35473  1.51031
C  -1.52834  -2.35106  0.98469
C  -1.51552  -2.51346  -0.46067
C  -2.08533  -3.60326  -1.08499
C  -2.03833  -3.67205  -2.47252
C  -1.43237  -2.64088  -3.16627
C  -0.88002  -1.58385  -2.45652
N  -0.91211  -1.51843  -1.12549
H  -1.52479  -2.55029  7.52084
H  -1.16431  1.05094  5.40060
H  -1.28945  0.83644  2.94458
H  -0.51964  -3.36101  3.26421
H  -0.44459  -3.16047  5.69533
H  -2.07406  -3.07378  1.58641
H  -2.55804  -4.38122  -0.50049
H  -2.47214  -4.51290  -2.99655
H  -1.38355  -2.64398  -4.24594
H  -0.40154  -0.76871  -2.97565

Output
- HOMO-LUMO gap (alpha / beta) (eV) = 7.24 / 5.86
- HOMO (alpha / beta) (eV) = -14.400 / -14.402
- ⟨S²⟩ = 8.7573
- spin multiplicity = 6
- charge = +2

Mulliken population analysis, charges in e, atoms 1 to 5:
1 Fe 0.4406
2 F -0.1471
3 C 0.4906
4 F -0.1829
5 F -0.1878

C27H18ClIN3O4Tm | wB97M-V/def2-TZVPD

Atoms and positions in Å:
Tm  -0.13905  0.10932  0.03540
C  -0.24662  -0.00903  4.73549
C  1.09233  -0.10570  5.08216
C  2.05429  -0.11124  4.09019
C  1.68662  -0.02380  2.74267
C  0.32734  0.05889  2.35498
C  -0.60730  0.06504  3.39760
C  2.71956  -0.01712  1.68595
C  4.10191  0.09791  1.99717
C  5.03337  0.17344  1.01224
C  4.64122  0.06138  -0.33929
C  5.54577  0.10366  -1.41961
C  5.10933  -0.07764  -2.70218
C  3.75034  -0.34374  -2.94824
C  2.85362  -0.37915  -1.91605
C  3.26385  -0.13572  -0.58738
N  2.32851  -0.11623  0.41520
H  -1.00914  0.00226  5.50530
H  1.38697  -0.17946  6.12116
H  3.09010  -0.20113  4.38932
H  -1.66498  0.12617  3.15647
H  4.41860  0.15738  3.02552
H  6.08215  0.30375  1.25251
H  6.59634  0.27140  -1.21346
H  5.80387  -0.04162  -3.53096
H  3.41901  -0.53046  -3.96186
H  1.81720  -0.62482  -2.09654
O  -2.51514  -3.30634  -4.33740
C  -2.08077  -2.25616  -4.99398
O  -2.25595  -2.11219  -6.17769
C  -1.35147  -1.21723  -4.19228
C  -0.78339  -0.06731  -4.72528
Cl  -0.92036  0.50796  -6.30895
N  -0.14870  0.60156  -3.72504
N  -0.33549  -0.04572  -2.56001
C  -1.03884  -1.14052  -2.82022
C  -1.27107  -2.12391  -1.68452
O  -1.86286  -3.16899  -1.91782
O  -0.76859  -1.77251  -0.56707
C  0.77397  1.69628  -3.75217
C  1.46742  2.05601  -4.90264
C  2.40698  3.07486  -4.84818
C  2.67974  3.73324  -3.66115
C  1.99881  3.36350  -2.51206
C  1.05442  2.35442  -2.55837
H  -2.29377  -3.27799  -3.36451
H  1.30409  1.54659  -5.83586
H  2.93433  3.34997  -5.75196
H  3.42201  4.51955  -3.62889
H  2.19825  3.85540  -1.56910
H  0.53314  2.08866  -1.65125
I  -3.11990  0.85186  -0.09510
C  -1.32566  2.23933  -0.00486
H  -1.52939  2.76581  0.93022
H  -1.57132  2.93896  -0.80633

Output
- HOMO-LUMO gap (alpha / beta) (eV) = 7.93 / 7.93
- HOMO (alpha / beta) (eV) = -8.752 / -8.752
- ⟨S²⟩ = 2.0021
- spin multiplicity = 3
- charge = 0

Mulliken population analysis, charges in e, atoms 1 to 5:
1 Tm 0.4951
2 C -0.7441
3 C -0.6711
4 C -0.9269
5 C 0.6412

C27H19Cl2NO3RuS2 | wB97M-V/def2-TZVPD

Atoms and positions in Å:
Ru  -0.12673  -0.15322  0.56815
Cl  -4.74009  5.60563  -0.41727
C  -3.62090  4.32037  -0.42981
C  -2.56543  4.34250  -1.35477
C  -1.64615  3.32546  -1.37602
Cl  -0.32405  3.32910  -2.46405
C  -1.71826  2.21479  -0.46163
O  -0.82937  1.31528  -0.53161
C  -2.81786  2.20988  0.46967
C  -2.96512  1.12336  1.41330
O  -2.22758  0.15790  1.56287
C  -3.74214  3.25836  0.46161
H  -2.47418  5.17089  -2.03951
H  -3.85788  1.19036  2.06023
H  -4.55302  3.24924  1.17457
S  2.74140  -2.24769  3.28849
C  1.63480  -3.46944  2.71365
C  1.64483  -4.83092  2.96500
C  0.65990  -5.61072  2.37493
C  -0.35377  -5.03335  1.60989
C  -0.39121  -3.66914  1.39021
C  0.64205  -2.87967  1.90241
N  0.80949  -1.53120  1.72637
C  1.85515  -1.06729  2.41484
C  2.10799  0.34564  2.35261
C  3.01484  1.02791  3.16371
C  3.08770  2.40564  3.08954
C  2.28676  3.09416  2.18760
C  1.41653  2.41659  1.33773
C  1.27885  1.04394  1.44379
H  2.39310  -5.26546  3.60803
H  0.66635  -6.67749  2.54143
H  -1.12904  -5.66146  1.19549
H  -1.19791  -3.19207  0.85085
H  3.64559  0.47118  3.83836
H  3.77293  2.94374  3.72835
H  2.33743  4.16912  2.14032
H  0.84076  2.97678  0.61184
C  -1.98918  -2.37384  -3.08406
S  -0.48060  -2.35796  -2.05889
O  -0.95259  -1.72019  -0.76566
C  0.45524  -0.95790  -2.75311
C  1.42236  -0.43463  -1.89366
C  2.14188  0.68830  -2.27799
C  1.92514  1.24404  -3.53021
C  1.01010  0.67239  -4.40014
C  0.25978  -0.42919  -4.01364
H  -2.52335  -1.43591  -2.97408
H  -2.59922  -3.19455  -2.71561
H  -1.72828  -2.57296  -4.11685
H  1.71486  -0.97981  -0.99001
H  2.88685  1.09904  -1.61298
H  2.48675  2.11314  -3.83552
H  0.87331  1.07271  -5.39138
H  -0.45884  -0.85138  -4.69741

Output
- HOMO-LUMO gap (alpha / beta) (eV) = 7.14 / 4.66
- HOMO (alpha / beta) (eV) = -13.760 / -13.850
- ⟨S²⟩ = 6.0585
- spin multiplicity = 5
- charge = +2

Mulliken population analysis, charges in e, atoms 1 to 5:
1 Ru 0.0241
2 Cl -0.0895
3 C 0.1969
4 C -0.6175
5 C 0.6434

C27H19HgI2NOP | wB97M-V/def2-TZVPD

Atoms and positions in Å:
Hg  -1.12580  2.61548  -0.84089
I  -5.96898  4.44173  0.57823
C  -5.60077  2.39565  0.40271
C  -6.63415  1.50790  0.17316
C  -6.37434  0.15497  0.06455
I  -8.01234  -1.12476  -0.23014
C  -5.05070  -0.36182  0.14774
C  -4.71148  -1.72237  0.02846
C  -3.39638  -2.10396  0.08290
C  -2.41293  -1.11804  0.21657
N  -2.70326  0.15690  0.37458
C  -3.98291  0.54321  0.37103
C  -4.23631  1.98001  0.57481
O  -3.32893  2.77353  0.86217
H  -7.64487  1.87825  0.07635
H  -5.49005  -2.45656  -0.12856
H  -3.11424  -3.14585  0.01508
H  -1.35867  -1.37437  0.18566
C  6.19567  1.85764  -0.16281
C  5.65459  1.18026  -1.24312
C  4.30394  0.85556  -1.26656
C  3.48624  1.20870  -0.19862
C  4.03717  1.89833  0.88554
C  5.38432  2.21344  0.90727
P  1.67231  0.98432  -0.16127
C  1.43756  -0.02132  1.34780
C  0.19416  0.05844  1.97227
C  -0.07765  -0.71950  3.08926
C  0.89364  -1.56916  3.59713
C  2.14083  -1.63803  2.98994
C  2.41460  -0.87035  1.86829
C  1.36475  -0.22913  -1.49373
C  1.18943  -1.59368  -1.27649
C  0.91720  -2.43864  -2.34432
C  0.81782  -1.93244  -3.63131
C  0.97378  -0.57050  -3.85254
C  1.23718  0.27711  -2.78823
H  7.24764  2.11268  -0.15361
H  6.29042  0.90127  -2.07424
H  3.89235  0.31857  -2.11189
H  3.39624  2.18036  1.71348
H  5.80411  2.74478  1.75210
H  -0.55943  0.73044  1.57569
H  -1.04675  -0.65690  3.56893
H  0.68608  -2.17600  4.46936
H  2.90329  -2.29589  3.38866
H  3.38766  -0.92943  1.39674
H  1.27340  -1.99696  -0.27515
H  0.79045  -3.50056  -2.17116
H  0.61623  -2.59561  -4.46286
H  0.88060  -0.17074  -4.85425
H  1.34730  1.34306  -2.95478

Output
- HOMO-LUMO gap (alpha / beta) (eV) = 6.90 / 4.70
- HOMO (alpha / beta) (eV) = -7.173 / -7.167
- ⟨S²⟩ = 0.7978
- spin multiplicity = 2
- charge = 0

Mulliken population analysis, charges in e, atoms 1 to 5:
1 Hg 0.0517
2 I 0.1502
3 C -0.6508
4 C -0.3992
5 C -0.2127